48
Properties=species:S:1:pos:R:3:forces:R:3:lowdin_charge:R:1 method="wB97M-V/def2-TZVPD" de_lowest_kj_mol=200.43 smiles="COCCCn1c(SCc2cc(=O)[nH]c3ccccc23)nnc1-c1ccco1" charge=0 gap_ev=8.107 molar_mass_g_mol=396.5 homo_ev=-7.8478
C -5.995 -2.672 0.554 -0.07 -0.09 0.00 -0.11
O -4.921 -1.778 0.433 0.19 0.25 -0.06 -0.19
C -3.675 -2.372 0.721 0.22 0.02 0.15 -0.24
C -2.582 -1.320 0.589 -0.37 -0.22 -0.23 -0.12
H -2.803 -0.494 1.266 0.07 0.01 0.04 0.12
H -1.626 -1.760 0.877 0.04 0.02 0.01 0.12
C -2.507 -0.788 -0.845 -0.50 -0.38 0.38 -0.14
N -1.411 0.132 -0.994 0.71 0.61 -0.15 0.01
C -0.157 -0.169 -1.433 -0.03 0.10 -0.06 -0.62
N 0.638 0.865 -1.335 0.37 -0.81 -0.47 0.04
N -0.076 1.870 -0.822 -0.78 0.97 0.54 0.09
C -1.301 1.446 -0.611 0.37 -0.58 -0.30 -0.22
C -2.346 2.267 -0.078 0.08 1.38 0.38 -0.20
C -2.297 3.588 0.297 0.15 -0.88 -0.30 0.00
C -3.593 3.911 0.751 -0.48 -0.45 0.00 -0.05
C -4.332 2.774 0.623 -0.19 0.91 0.32 -0.11
O -3.590 1.775 0.123 0.20 -0.54 -0.21 0.03
H -5.358 2.552 0.843 -0.11 -0.13 0.00 0.12
H -3.928 4.857 1.123 -0.14 0.16 0.09 0.10
H -1.436 4.220 0.243 0.23 0.10 -0.03 0.11
S 0.302 -1.737 -2.023 0.12 -0.38 -0.30 0.99
C 2.102 -1.497 -1.857 -0.45 0.07 -0.14 -0.39
C 2.488 -1.160 -0.446 -0.19 -0.30 0.54 -0.23
C 1.811 -1.701 0.592 0.13 -0.08 -0.34 0.03
C 2.059 -1.355 1.975 0.23 0.17 0.07 -0.46
O 1.443 -1.788 2.932 -0.18 -0.15 0.16 0.04
N 3.076 -0.440 2.147 -0.06 0.04 0.44 0.17
C 3.831 0.104 1.147 0.25 0.11 -0.62 -0.17
C 4.858 0.999 1.457 -0.02 -0.01 0.01 -0.02
C 5.635 1.535 0.457 -0.10 -0.07 0.03 -0.08
C 5.402 1.184 -0.870 0.08 0.04 -0.15 -0.08
C 4.388 0.311 -1.189 -0.03 -0.01 0.15 -0.02
C 3.572 -0.245 -0.195 0.27 0.20 0.36 -0.11
H 4.232 0.048 -2.223 -0.05 -0.01 -0.10 0.11
H 6.018 1.601 -1.651 0.04 0.03 -0.08 0.10
H 6.427 2.226 0.701 0.06 0.06 0.04 0.10
H 5.034 1.260 2.491 0.02 0.03 0.11 0.11
H 3.261 -0.154 3.101 -0.11 -0.13 -0.14 0.16
H 1.006 -2.404 0.429 -0.04 0.04 0.02 0.10
H 2.360 -0.694 -2.542 0.12 -0.10 0.05 0.07
H 2.554 -2.434 -2.186 -0.01 0.06 -0.06 0.10
H -2.344 -1.612 -1.544 -0.11 0.10 0.03 0.11
H -3.443 -0.285 -1.093 0.16 -0.13 -0.10 0.13
H -3.677 -2.777 1.744 0.00 -0.01 -0.12 0.13
H -3.486 -3.206 0.025 -0.02 0.02 0.07 0.13
H -5.890 -3.517 -0.138 -0.03 0.02 0.02 0.09
H -6.074 -3.065 1.575 -0.02 0.01 -0.03 0.09
H -6.896 -2.113 0.309 -0.05 -0.09 0.02 0.09

***

9
Properties=species:S:1:pos:R:3:forces:R:3:lowdin_charge:R:1 method="wB97M-V/def2-TZVPD" de_lowest_kj_mol=284.69 charge=0 gap_ev=9.276 molar_mass_g_mol=101.1 homo_ev=-10.4553
C 1.767 0.191 0.199 -3.99 -0.28 0.15 -0.17
C -0.872 0.823 -0.248 -0.06 1.25 1.13 -0.34
C -0.144 -0.199 0.534 5.28 -0.19 1.69 -0.54
N 2.842 0.505 -0.043 0.68 0.04 -0.06 0.05
O -1.103 1.926 0.192 0.04 -1.30 -0.98 0.10
S -0.327 -1.915 0.081 -1.47 0.53 -1.31 0.74
H -1.154 0.361 -1.185 -0.61 0.71 -1.04 0.09
H 0.061 0.052 1.634 -1.11 -0.74 -1.57 0.11
H -1.071 -1.744 -1.165 1.24 0.00 1.99 -0.05

***

26
Properties=species:S:1:pos:R:3:forces:R:3:lowdin_charge:R:1 method="wB97M-V/def2-TZVPD" charge=+3 gap_ev="5.267 / 5.270" molar_mass_g_mol=374.3 homo_ev="-20.6917 / -20.6919"
O -4.009 0.728 -3.157 1.64 0.08 2.01 0.08
C -3.257 0.736 -2.301 -1.55 -0.15 -2.02 0.01
Ce 1.159 -1.465 -1.482 2.70 1.49 3.40 1.67
O -2.221 -2.477 -0.449 5.45 1.90 -0.53 0.27
C -1.127 -2.110 -0.604 -6.22 -1.70 1.00 0.00
C 0.480 -3.926 -1.419 -2.27 -6.46 0.25 0.03
O 0.021 -4.989 -1.364 2.33 5.18 -0.27 0.29
C -0.087 -0.859 -3.534 2.04 0.76 -3.66 -0.09
O 1.192 -0.566 -3.501 -3.67 -0.97 1.16 -0.03
C -0.571 -2.141 -3.091 -3.82 -1.19 -3.03 -0.27
O -1.428 -2.887 -3.504 3.05 1.72 1.99 0.29
H -0.828 -0.130 -3.885 -0.05 0.27 0.42 0.19
C 1.052 2.471 3.710 -0.25 0.24 -0.25 0.02
C 0.813 1.703 2.438 0.19 0.86 0.63 -0.18
C 1.106 0.344 2.395 0.22 -1.59 -0.53 0.05
C 0.955 -0.355 1.201 0.20 1.11 0.57 -0.14
N 0.584 0.279 0.054 -0.37 -0.95 -0.45 -0.15
C 0.172 1.579 0.118 0.22 0.13 0.07 -0.02
C 0.305 2.319 1.285 -0.16 -0.28 -0.42 0.07
H 0.509 2.016 4.551 0.13 0.04 -0.22 0.12
H 2.121 2.464 3.972 -0.23 -0.07 -0.12 0.13
H 0.726 3.512 3.600 0.12 -0.30 0.11 0.11
H 1.463 -0.178 3.285 -0.19 0.12 -0.23 0.16
H 1.103 -1.449 1.164 0.17 0.15 0.11 0.11
H -0.255 2.005 -0.789 0.27 -0.02 0.15 0.14
H 0.022 3.374 1.306 0.03 -0.38 -0.11 0.16

***

60
Properties=species:S:1:pos:R:3:forces:R:3:lowdin_charge:R:1 method="wB97M-V/def2-TZVPD" de_lowest_kj_mol=377.03 smiles=OCCO.OCCO.OCCO.CO.CO.CO.CO.CO charge=0 gap_ev=10.161 molar_mass_g_mol=346.4 homo_ev=-9.9244
C -8.782 15.577 -20.604 -0.69 1.12 -0.60 -0.17
O -7.562 15.083 -21.194 -1.18 0.19 1.04 -0.11
H -9.090 16.468 -21.152 0.32 0.02 -0.35 0.07
H -9.679 14.960 -20.649 0.39 -0.87 -0.29 0.07
H -8.781 15.948 -19.578 0.95 -0.32 0.28 0.07
H -7.139 14.566 -20.504 0.21 -0.16 -0.10 0.07
C -15.865 10.105 -28.393 -0.84 -0.03 -1.06 -0.12
O -17.174 10.037 -29.112 1.45 0.12 1.56 -0.14
H -15.369 9.142 -28.267 -0.30 -0.28 -0.28 0.07
H -15.180 10.757 -28.935 -0.04 0.09 0.00 0.07
H -15.982 10.497 -27.383 -0.60 0.14 -0.27 0.07
H -17.046 9.687 -29.996 0.35 -0.04 0.05 0.06
C -5.936 23.774 -28.124 -0.48 -0.07 0.12 -0.17
O -5.836 24.565 -26.960 0.26 0.06 0.49 -0.13
H -6.223 22.765 -27.828 0.07 0.06 0.12 0.08
H -6.755 24.177 -28.720 0.16 -0.18 -0.55 0.07
H -4.990 23.712 -28.661 -0.04 0.11 -0.23 0.07
H -5.688 25.474 -27.231 0.02 0.02 0.05 0.07
C -11.751 8.719 -23.345 -2.04 0.84 -0.62 -0.17
O -11.131 9.255 -24.495 0.82 -0.45 -0.46 -0.12
H -12.000 7.658 -23.368 1.70 -0.54 0.11 0.07
H -11.377 9.156 -22.419 -0.04 -0.56 0.05 0.08
H -12.794 8.991 -23.507 -0.41 0.89 0.78 0.07
H -10.458 9.898 -24.259 -0.02 -0.18 0.13 0.07
C -12.134 17.807 -35.326 -0.29 -0.51 -0.55 -0.18
O -12.311 17.574 -33.942 -0.42 0.25 0.02 -0.12
H -12.077 16.856 -35.855 0.93 -0.14 -0.08 0.07
H -13.012 18.187 -35.848 -0.36 0.63 0.84 0.07
H -11.308 18.498 -35.499 0.17 -0.26 -0.26 0.08
H -11.683 16.896 -33.684 -0.01 0.03 0.04 0.07
C -11.547 22.566 -31.330 -0.49 0.68 0.81 -0.21
C -11.246 23.880 -32.058 0.85 -1.08 0.48 -0.25
O -12.115 24.966 -31.757 0.03 -0.36 -0.77 -0.05
O -11.266 22.700 -29.901 -0.18 0.04 -1.29 -0.08
H -10.975 21.718 -31.708 0.07 0.23 -0.01 0.12
H -12.615 22.372 -31.429 -0.12 -0.34 -0.18 0.11
H -11.219 23.659 -33.125 -0.66 0.45 -0.13 0.12
H -10.201 24.081 -31.823 0.14 0.57 0.23 0.11
H -12.318 25.069 -30.825 0.32 -0.19 0.07 0.07
H -11.781 23.487 -29.707 0.05 -0.02 0.79 0.05
C -6.278 11.509 -26.164 -0.17 1.38 -1.42 -0.23
C -6.131 11.319 -27.706 0.75 -1.72 1.22 -0.24
O -7.126 10.510 -28.325 0.24 0.47 0.45 -0.06
O -7.404 12.360 -25.984 -0.33 0.25 0.47 -0.09
H -5.380 12.049 -25.864 0.25 0.00 0.07 0.11
H -6.368 10.654 -25.494 -0.01 -0.54 -0.67 0.12
H -5.191 10.771 -27.767 0.08 -0.22 -0.52 0.11
H -5.983 12.246 -28.261 -0.23 0.35 0.44 0.12
H -7.953 10.966 -28.155 -0.32 -0.06 -0.08 0.08
H -7.148 13.031 -25.347 -0.29 0.09 0.05 0.08
C -10.636 16.650 -27.475 0.79 -0.45 0.58 -0.27
C -11.220 15.471 -28.249 -0.44 1.10 -0.92 -0.27
O -11.910 14.639 -27.375 -0.29 -0.68 0.20 -0.05
O -9.652 17.316 -28.175 1.30 1.24 -1.74 -0.07
H -10.019 16.258 -26.666 -0.68 -0.51 0.67 0.12
H -11.308 17.406 -27.071 -0.71 -0.62 0.08 0.13
H -10.499 14.961 -28.888 0.84 -0.19 0.64 0.12
H -11.885 15.791 -29.051 -0.66 0.38 0.36 0.12
H -11.238 14.178 -26.869 -0.11 -0.20 0.24 0.09
H -9.975 18.149 -28.526 -0.03 -0.08 -0.10 0.09

***

62
Properties=species:S:1:pos:R:3:forces:R:3:lowdin_charge:R:1 method="wB97M-V/def2-TZVPD" de_lowest_kj_mol=210.33 charge=+1 gap_ev="2.433 / 9.513" molar_mass_g_mol=351.4 spin_multiplicity=2 homo_ev="-4.8250 / -11.9909"
C 3.440 0.507 -1.989 1.31 -0.02 -1.64 -0.06
C 2.265 -0.143 -1.342 -1.20 -0.46 0.39 -0.34
C 1.697 -1.225 -2.262 -0.48 -0.02 -0.85 -0.10
C 0.569 -2.037 -1.668 0.24 0.11 0.37 -0.32
C -0.673 -1.601 -1.862 0.48 0.12 0.16 -0.08
N -1.875 -1.838 -1.091 0.08 1.28 0.65 0.17
N 1.038 -3.013 -0.794 -0.16 -1.39 0.12 0.11
N 1.164 0.833 -0.983 0.38 0.59 -0.51 0.21
H 3.346 0.970 -2.984 -1.10 0.32 0.34 0.09
H 4.045 1.208 -1.418 -0.15 -0.27 0.43 0.08
H 4.048 -0.327 -2.360 0.49 0.00 0.81 0.09
H 2.553 -0.547 -0.373 0.15 -0.29 -0.24 0.10
H -1.094 2.828 -2.438 -0.11 0.25 0.10 0.04
H 1.335 -0.691 -3.147 -0.05 -0.17 -0.06 0.13
H -0.791 -0.811 -2.575 -0.24 0.28 -0.09 0.10
H -1.997 -2.674 -0.431 -0.03 0.37 -0.92 0.10
H -2.642 -1.565 -1.696 -0.69 -0.73 -0.41 0.11
H -1.949 -1.021 -0.429 0.45 -0.64 -0.11 0.10
H 1.650 -3.682 -1.254 0.46 0.53 -0.10 0.11
H 0.380 -3.638 -0.336 -0.61 0.60 -0.04 0.10
H 0.167 0.636 -1.135 0.18 -0.80 -0.16 0.09
H 1.305 1.700 -1.534 0.03 0.13 0.93 0.09
H 1.216 1.003 0.023 0.08 0.72 0.03 0.09
H 1.889 -2.648 1.451 0.01 -0.21 -1.21 0.05
H 2.215 -1.646 2.360 0.18 1.26 0.29 0.03
O 2.093 -1.701 1.397 -0.12 -0.85 1.43 -0.11
H 3.195 0.574 1.838 -0.53 -0.23 -0.21 0.03
H 3.433 1.864 2.481 -0.06 0.70 0.23 0.05
O 2.722 1.413 2.004 0.83 -0.57 0.04 -0.12
H -2.524 2.307 -0.432 0.11 0.27 0.39 0.05
H -1.121 2.176 0.352 -0.01 0.62 0.38 -0.01
O -1.734 1.787 -0.278 0.34 -0.62 -0.82 -0.08
H -0.401 -0.005 1.655 -0.31 0.15 0.12 0.03
H 0.206 -1.204 1.009 0.16 -0.15 0.01 0.01
O -0.590 -0.651 0.960 0.47 0.34 -0.08 -0.07
H 1.205 2.326 1.828 -0.24 -0.56 0.00 0.00
H 0.530 3.529 1.280 -0.35 0.19 -0.22 0.05
O 0.366 2.579 1.388 0.26 0.40 0.27 -0.13
H -2.141 -1.410 3.665 0.18 0.77 0.50 0.03
H -0.646 -1.790 3.302 0.37 0.64 0.28 0.00
O -1.567 -1.993 3.182 -0.89 -1.41 -0.47 -0.05
H -2.455 0.590 -3.451 0.44 -0.18 0.18 0.03
H -3.845 0.337 -3.024 -0.24 -0.38 0.22 0.07
O -2.992 -0.112 -3.059 -0.30 0.55 -0.32 -0.05
H -1.747 1.840 3.183 0.78 -1.18 -1.10 0.03
H -2.858 1.879 3.884 -1.37 -1.04 0.24 0.06
O -2.492 1.205 3.276 0.66 2.12 0.70 -0.09
H 1.788 4.299 -1.671 0.09 -0.09 0.33 0.07
H 1.219 3.411 -2.750 -0.19 -0.02 0.00 0.04
O 1.265 3.495 -1.789 0.41 0.59 -0.31 -0.09
H 0.554 -0.723 4.968 0.04 -0.03 0.04 0.04
H 1.577 0.300 4.502 0.08 0.11 -0.22 0.03
O 1.055 -0.451 4.187 -0.15 -0.20 0.05 -0.09
H -2.596 -2.744 1.592 0.52 -0.01 0.05 0.05
H -2.523 -4.246 1.288 -0.01 -0.22 -0.03 0.08
O -2.407 -3.385 0.883 -0.31 -0.13 0.34 -0.04
H -3.064 0.379 1.029 0.74 -0.60 -0.26 0.00
H -4.320 0.822 0.637 -0.74 -0.39 -0.66 0.05
O -3.705 0.133 0.340 -0.35 0.60 1.13 -0.08
H 2.498 -1.871 -2.616 0.15 -0.08 0.15 0.13
H -0.626 2.335 -3.853 -0.19 0.44 -0.44 0.05
O -0.650 2.129 -2.922 0.09 -1.09 -0.20 -0.07

***

Please write out number 3 again, unchanged.
26
Properties=species:S:1:pos:R:3:forces:R:3:lowdin_charge:R:1 method="wB97M-V/def2-TZVPD" charge=+3 gap_ev="5.267 / 5.270" molar_mass_g_mol=374.3 homo_ev="-20.6917 / -20.6919"
O -4.009 0.728 -3.157 1.64 0.08 2.01 0.08
C -3.257 0.736 -2.301 -1.55 -0.15 -2.02 0.01
Ce 1.159 -1.465 -1.482 2.70 1.49 3.40 1.67
O -2.221 -2.477 -0.449 5.45 1.90 -0.53 0.27
C -1.127 -2.110 -0.604 -6.22 -1.70 1.00 0.00
C 0.480 -3.926 -1.419 -2.27 -6.46 0.25 0.03
O 0.021 -4.989 -1.364 2.33 5.18 -0.27 0.29
C -0.087 -0.859 -3.534 2.04 0.76 -3.66 -0.09
O 1.192 -0.566 -3.501 -3.67 -0.97 1.16 -0.03
C -0.571 -2.141 -3.091 -3.82 -1.19 -3.03 -0.27
O -1.428 -2.887 -3.504 3.05 1.72 1.99 0.29
H -0.828 -0.130 -3.885 -0.05 0.27 0.42 0.19
C 1.052 2.471 3.710 -0.25 0.24 -0.25 0.02
C 0.813 1.703 2.438 0.19 0.86 0.63 -0.18
C 1.106 0.344 2.395 0.22 -1.59 -0.53 0.05
C 0.955 -0.355 1.201 0.20 1.11 0.57 -0.14
N 0.584 0.279 0.054 -0.37 -0.95 -0.45 -0.15
C 0.172 1.579 0.118 0.22 0.13 0.07 -0.02
C 0.305 2.319 1.285 -0.16 -0.28 -0.42 0.07
H 0.509 2.016 4.551 0.13 0.04 -0.22 0.12
H 2.121 2.464 3.972 -0.23 -0.07 -0.12 0.13
H 0.726 3.512 3.600 0.12 -0.30 0.11 0.11
H 1.463 -0.178 3.285 -0.19 0.12 -0.23 0.16
H 1.103 -1.449 1.164 0.17 0.15 0.11 0.11
H -0.255 2.005 -0.789 0.27 -0.02 0.15 0.14
H 0.022 3.374 1.306 0.03 -0.38 -0.11 0.16